# C16H48O16

A 8-piece molecular cluster, C16H48O16 overall at a distorted geometry (ωB97M-V with the def2-TZVPD basis set, OMol25).

ORCA input file:
```
! RIJCOSX wB97M-V def2-TZVPD def2/J DEFGRID3
* xyz 0 1
C -9.161 14.714 -1.172
C -8.645 15.458 -2.326
O -9.787 15.851 -3.059
O -10.064 15.490 -0.397
H -8.343 14.482 -0.545
H -9.580 13.726 -1.500
H -7.967 14.842 -2.919
H -8.112 16.359 -2.000
H -9.787 15.275 -3.885
H -10.621 15.892 -1.001
C -16.910 11.496 -1.655
C -16.256 11.970 -0.327
O -15.530 13.162 -0.349
O -15.995 10.987 -2.628
H -17.424 12.361 -2.055
H -17.571 10.659 -1.370
H -15.657 11.082 -0.032
H -17.062 12.012 0.421
H -14.769 13.070 0.194
H -15.666 11.747 -3.150
C -12.610 16.625 -5.751
C -12.552 18.035 -6.301
O -13.532 18.271 -7.268
O -12.258 15.728 -6.893
H -13.604 16.319 -5.625
H -11.959 16.455 -4.877
H -11.561 18.235 -6.712
H -12.730 18.829 -5.532
H -13.331 17.559 -7.867
H -12.882 14.962 -6.897
C -8.286 15.226 -7.297
C -8.837 14.249 -6.332
O -9.872 14.915 -5.612
O -7.645 16.303 -6.628
H -9.081 15.537 -7.998
H -7.505 14.700 -7.893
H -8.136 13.925 -5.601
H -9.185 13.399 -6.944
H -10.631 15.107 -6.237
H -8.185 16.579 -5.894
C -13.473 7.910 -0.798
C -13.426 8.180 -2.315
O -13.640 9.549 -2.463
O -14.724 8.292 -0.252
H -12.670 8.452 -0.300
H -13.303 6.843 -0.612
H -14.335 7.697 -2.746
H -12.516 7.739 -2.729
H -14.533 9.865 -2.261
H -14.494 8.979 0.368
C -13.001 11.648 1.978
C -11.788 12.602 1.756
O -12.376 13.741 1.149
O -13.474 11.032 0.812
H -13.828 12.232 2.426
H -12.656 10.981 2.759
H -10.997 12.091 1.182
H -11.414 12.872 2.750
H -11.664 14.276 0.796
H -12.894 11.275 0.068
C -14.944 11.919 -7.412
C -15.100 13.030 -6.469
O -14.661 14.254 -7.211
O -15.890 12.159 -8.513
H -15.124 10.994 -6.873
H -13.936 12.010 -7.750
H -14.348 12.941 -5.646
H -16.147 13.146 -6.115
H -15.297 14.272 -7.960
H -15.559 11.510 -9.153
C -12.477 12.573 -2.082
C -12.446 12.711 -3.592
O -13.221 11.759 -4.292
O -11.825 11.368 -1.691
H -13.519 12.515 -1.708
H -12.036 13.389 -1.480
H -11.412 12.586 -3.939
H -12.695 13.749 -3.897
H -13.129 10.870 -3.904
H -12.375 10.629 -1.893
*
```

The calculation puts the max |F| at 3.221 eV/Å. For the LUMO energy, the calculation gives 0.017 hartree. As for the SMILES: OCCO.OCCO.OCCO.OCCO.OCCO.OCCO.OCCO.OCCO. The electronic energy is -50126.6818 eV.

# C16H48O8

A 8-piece molecular cluster, C16H48O8 overall at a distorted geometry (ωB97M-V with the def2-TZVPD basis set, OMol25).

ORCA input file:
```
! RIJCOSX wB97M-V def2-TZVPD def2/J DEFGRID3
* xyz 0 1
C 11.872 -13.563 14.852
C 12.525 -13.073 13.507
O 13.625 -13.910 13.294
H 12.603 -13.604 15.660
H 11.320 -14.492 14.706
H 11.044 -12.901 15.103
H 12.941 -12.067 13.554
H 11.745 -13.093 12.745
H 14.175 -13.446 12.659
C 24.675 -16.700 9.568
C 24.607 -18.209 9.812
O 24.862 -18.932 8.606
H 25.680 -16.423 9.250
H 24.437 -16.198 10.505
H 23.976 -16.309 8.828
H 23.572 -18.487 10.013
H 25.217 -18.505 10.665
H 24.329 -19.730 8.630
C 21.108 -8.513 13.950
C 21.648 -7.475 15.000
O 21.201 -7.871 16.319
H 21.206 -8.037 12.975
H 20.036 -8.668 14.077
H 21.705 -9.422 13.877
H 21.187 -6.489 14.955
H 22.689 -7.276 14.744
H 21.805 -7.524 16.979
C 10.005 -13.371 6.078
C 10.811 -12.278 6.716
O 10.030 -11.409 7.505
H 9.512 -13.945 6.863
H 10.615 -14.006 5.436
H 9.290 -12.990 5.349
H 11.484 -11.918 5.938
H 11.424 -12.715 7.505
H 10.515 -10.638 7.809
C 13.678 -7.404 10.459
C 12.636 -6.229 10.503
O 11.838 -6.371 9.323
H 14.276 -7.296 11.364
H 14.442 -7.182 9.714
H 13.189 -8.370 10.330
H 13.230 -5.327 10.654
H 12.027 -6.192 11.406
H 11.342 -5.572 9.129
C 16.478 -17.962 9.713
C 16.061 -17.524 8.284
O 14.866 -16.830 8.290
H 16.535 -17.045 10.299
H 17.494 -18.355 9.673
H 15.763 -18.687 10.104
H 15.962 -18.470 7.752
H 16.828 -16.901 7.825
H 14.236 -17.489 8.592
C 21.528 -10.023 2.923
C 21.887 -9.719 1.507
O 23.322 -10.050 1.402
H 21.746 -11.042 3.244
H 20.445 -10.010 3.037
H 22.049 -9.268 3.513
H 21.617 -8.694 1.251
H 21.260 -10.281 0.815
H 23.338 -10.991 1.211
C 19.323 -12.885 8.623
C 18.032 -12.115 8.414
O 17.064 -12.709 9.156
H 19.757 -12.417 9.507
H 20.015 -12.675 7.808
H 19.157 -13.952 8.776
H 17.796 -12.301 7.366
H 18.078 -11.051 8.646
H 16.635 -13.418 8.672
*
```

The calculation puts the max |F| at 3.228 eV/Å. For the LUMO energy, the calculation gives 0.012 hartree. As for the SMILES: CCO.CCO.CCO.CCO.CCO.CCO.CCO.CCO. The electronic energy is -33745.5347 eV.